(1)
This record from the OMol25 dataset describes a structure of composition C48H54AuN4OSbTe. The level of theory is ωB97M-V/def2-TZVPD.

As for the total energy: -2799.3510 Eh. The multiplicity is 2. The calculation puts the molar mass at 1149.31 g mol⁻¹. As for the net charge: +1. As for the HOMO energy (spin up / spin down): -0.3762 / -0.3764 Eh. The value obtained for the relative energy (zero: lowest compared OMol25 entry of this formula, charge and spin) is 10.33 kcal/mol. Its HOMO-LUMO gap (spin up / spin down) is 6.449 / 5.586 eV.

Element x y z (Å)
Au  -0.66547  -0.39334  0.68544
Te  -0.48879  2.59105  -1.16856
Sb  0.00705  -0.36025  3.56581
O  -1.96164  3.69833  0.62834
N  -0.79388  -2.38397  0.22017
N  1.31610  -0.31892  -0.52409
N  -0.85481  1.67838  0.77011
N  4.33659  -7.47948  -5.06019
C  2.81588  -4.55270  -1.52920
C  3.45531  -5.52212  -2.28580
C  1.19041  -2.66842  -1.28931
C  -4.25135  3.13099  -3.17802
C  2.25678  0.61162  -0.58949
C  -4.09199  0.89978  3.69575
C  -1.81821  2.61400  1.17551
C  3.12148  -1.11216  -1.69515
C  -3.30290  1.09523  2.56743
C  0.58572  2.13811  -2.95699
C  1.79369  4.44498  -2.62315
C  -0.44859  -0.19199  -3.24262
C  -2.97033  3.33974  -2.67211
C  0.05854  -3.37700  3.38978
C  -1.84090  -3.15599  0.52710
C  1.50300  1.16449  3.81972
C  1.50873  3.13278  -3.33334
C  2.25321  -4.78093  -4.24208
C  1.62091  -3.80998  -3.48122
C  -0.63180  -4.34454  -0.91091
C  -1.11393  0.99924  6.02609
C  -2.41649  2.30766  -1.91843
C  -3.55496  3.12046  4.46091
C  3.82163  -6.66528  -4.43422
C  0.46042  0.92906  -3.66055
C  1.06195  -2.23456  3.58230
C  1.89755  -3.69648  -2.12407
C  -2.63893  2.30339  2.38716
C  -2.24880  4.63801  -2.93195
C  1.20751  0.77090  -4.81883
C  -0.59022  -0.37425  5.61629
C  -0.01031  -3.09320  -0.69687
C  -4.21250  1.90768  4.64333
C  1.82813  -1.43614  -1.18550
C  2.15963  -2.35493  2.52314
C  2.08735  1.75359  -5.26056
C  -1.78412  -4.38172  -0.15106
C  3.39633  0.17667  -1.31485
C  -1.58251  -1.47594  5.96975
C  2.80864  0.90030  3.07302
C  3.17020  -5.63610  -3.64197
C  -2.77807  3.32043  3.33088
C  0.93446  2.53209  3.42829
C  2.87951  1.57837  -6.52726
C  2.22612  2.90662  -4.50228
C  -4.37813  0.95030  -2.16784
C  -3.10396  1.13118  -1.65168
C  -4.94554  1.95388  -2.94022
H  2.12852  1.57184  -0.09843
H  2.60450  2.33902  -7.25984
H  2.52082  -3.38857  2.49749
H  -2.65664  0.34890  -1.05040
H  0.90431  -3.14335  -3.94334
H  2.93120  3.66899  -4.82191
H  -2.28124  4.26754  3.16173
H  -0.25500  -5.12134  -1.55874
H  2.64441  0.70034  2.01165
H  3.45361  1.78184  3.14915
H  1.56373  5.28157  -3.28495
H  2.03351  -4.88489  -5.29611
H  3.76165  -1.78000  -2.25144
H  3.94898  1.68283  -6.33730
H  -2.50366  -5.18201  -0.08057
H  1.23852  4.60129  -1.70888
H  1.11396  -0.15034  -5.38528
H  3.01684  -1.71812  2.71336
H  1.69151  1.13873  4.89671
H  -0.03408  2.74667  3.88424
H  0.37480  -0.56831  6.09657
H  -4.71440  3.91991  -3.75923
H  -1.19693  -2.47286  5.77332
H  -2.52385  -1.35251  5.42808
H  -1.44175  -0.07420  -3.68522
H  -0.83111  -3.29930  4.01246
H  -1.77843  5.01961  -2.02290
H  -2.57661  -2.82235  1.24483
H  -0.26789  -3.42012  2.35486
H  2.85393  4.50621  -2.37398
H  1.78091  -2.11888  1.52447
H  -4.83137  1.75592  5.51875
H  1.62751  3.32115  3.73451
H  -1.81340  -1.42615  7.03825
H  -3.65299  3.90909  5.19670
H  3.03011  -4.45945  -0.47096
H  -0.42195  1.80702  5.78889
H  4.16746  -6.19588  -1.82893
H  -0.56647  -0.25355  -2.16493
H  2.70444  0.60117  -6.97420
H  4.29001  0.75045  -1.50764
H  -4.62038  -0.03573  3.82965
H  -2.94202  5.39940  -3.28464
H  -0.04021  -1.14220  -3.57828
H  -1.47274  4.51295  -3.69314
H  0.80529  2.59823  2.34767
H  -4.91712  0.03232  -1.97095
H  3.36122  0.06231  3.49210
H  -3.24077  0.32367  1.80924
H  -1.27509  1.02137  7.10869
H  -2.06923  1.21436  5.54522
H  -5.93761  1.82417  -3.35303
H  0.53703  -4.33299  3.62235
H  1.49055  -2.28473  4.58830

Forces on atoms 1 to 3 (eV/Å):
Au -0.1 0.2 0.9
Te -0.1 1.6 0.6
Sb 0.2 -0.3 -0.8

=====

(2)
This record from the OMol25 dataset describes a structure of composition C48H54GeIrN3O3P. The level of theory is ωB97M-V/def2-TZVPD.

As for the total energy: -4773.1866 Eh. The calculation puts the molar mass at 1016.78 g mol⁻¹. As for the net charge: +3. As for the HOMO energy: -0.5768 Eh. The value obtained for the relative energy (zero: lowest compared OMol25 entry of this formula, charge and spin) is 7.20 kcal/mol. Its HOMO-LUMO gap is 5.125 eV.

Element x y z (Å)
Ir  0.06413  0.20282  0.72697
Ge  -2.13026  -1.62347  -1.35889
P  1.57052  1.74216  1.72656
O  -0.85592  -1.62736  0.18323
O  -0.69779  -0.68938  -2.24919
O  -2.74599  0.03004  -0.72119
N  1.46364  -0.36540  -1.35731
N  -0.42080  1.35847  -0.88254
N  -1.57251  0.87890  1.80459
C  2.84278  2.04820  5.57021
C  2.97630  2.79283  -2.82437
C  0.91500  3.28714  -1.72545
C  1.67164  1.49251  3.53409
C  3.74120  -1.59391  -1.80008
C  -2.12662  0.08102  2.72444
C  3.85726  0.27573  1.91411
C  3.99572  0.61364  -3.02584
C  2.03870  3.71463  -2.42284
C  0.28986  -1.97016  2.25908
C  -0.07417  5.27877  2.81218
C  -2.15345  2.08493  1.60909
C  0.77484  1.94026  -1.46215
C  0.73310  0.79692  4.28718
C  0.62701  -1.11061  -2.44850
C  5.14273  -0.13226  1.59856
C  2.66045  -1.09494  -0.84533
C  1.56644  5.86562  1.16342
C  -1.94496  -3.15285  1.76088
C  -2.87688  1.23644  -2.86621
C  4.37579  -0.62149  -2.72307
C  -3.69018  3.85157  2.32332
C  2.72674  2.12927  4.19413
C  0.11945  -3.87179  0.67244
C  3.26384  1.34818  1.23203
C  -3.16350  0.43667  3.57600
C  -0.61813  -2.64174  1.19433
C  2.88161  1.42263  -2.51610
C  0.25769  3.94459  2.65937
C  5.27654  1.59101  -0.07063
C  3.98330  1.99282  0.23178
C  1.90461  1.33971  6.31199
C  1.89772  4.52508  1.00301
C  1.75828  1.00101  -1.79513
C  0.84676  0.71693  5.66970
C  -3.64889  1.71297  3.50528
C  -4.17902  1.91811  -0.88083
C  -1.64284  2.17358  -0.89614
C  1.03047  -0.70111  -3.85915
C  -3.35524  4.68471  1.27069
C  -3.15107  2.54849  2.48957
C  1.23293  3.54087  1.73110
C  5.85924  0.53294  0.61114
C  -1.77710  2.92820  0.44962
C  -2.48337  4.20067  0.33185
C  0.69524  -2.61964  -2.33158
C  -2.86536  1.28911  -1.33139
C  0.57748  6.24770  2.05526
H  -0.17367  -1.75373  3.21640
H  -4.41812  4.18724  3.05543
H  -4.41044  2.07221  4.18656
H  3.66756  2.53945  6.06843
H  5.59139  -0.95583  2.13778
H  0.11206  0.16765  6.24395
H  0.88147  0.36261  -4.03594
H  1.65418  -3.03530  -2.61543
H  2.16199  4.76086  -2.66870
H  -2.24954  4.80152  -0.54193
H  2.00011  1.27694  7.38750
H  -0.73825  3.29040  0.65821
H  -1.52369  2.93767  -1.66447
H  4.60356  1.14313  -3.75063
H  3.12703  -0.42840  -0.12839
H  6.87225  0.23148  0.37940
H  5.25481  -0.99733  -3.23608
H  -2.64040  -2.37266  2.06628
H  -0.10308  0.31641  3.80791
H  3.46544  2.68823  3.63188
H  2.69155  4.28128  0.31766
H  2.06450  -0.95602  -4.08095
H  1.16741  -2.58204  2.47560
H  -4.31040  1.84533  0.19930
H  0.34013  7.29502  2.18694
H  0.84217  -1.00611  1.97159
H  -3.22042  2.18781  -3.27488
H  3.40536  -2.44010  -2.39967
H  0.24141  -4.56774  1.50433
H  -1.76823  -3.81464  2.60978
H  3.33240  -0.23033  2.71469
H  -1.90404  1.00441  -3.29607
H  -0.45803  -4.39025  -0.09208
H  0.44221  -2.94821  -1.33808
H  -5.00439  1.37095  -1.33471
H  1.11377  -3.64090  0.29666
H  3.54181  2.78617  -0.34795
H  -0.63330  0.49084  -1.54283
H  4.52218  -2.01694  -1.15819
H  -0.03701  -3.02219  -3.03242
H  -4.27062  2.95837  -1.20465
H  -0.21366  3.21280  3.30683
H  2.10812  6.61462  0.60118
H  5.82984  2.10787  -0.84302
H  -3.80757  5.66119  1.16987
H  2.28804  -1.95560  -0.29130
H  -1.70889  -0.90189  2.79813
H  -2.45552  -3.73620  0.99392
H  -0.80613  5.57109  3.55454
H  -3.53347  -0.28620  4.28928
H  -3.58204  0.46881  -3.18769
H  0.38665  -1.24591  -4.54810
H  3.83294  3.12581  -3.39617
H  0.16683  4.01012  -1.43067

Forces on atoms 1 to 3 (eV/Å):
Ir 0.5 -0.2 -1.1
Ge -0.1 0.0 0.0
P -0.1 -0.1 0.3

=====

- The highest relative energy (zero: lowest compared OMol25 entry of this formula, charge and spin) belongs to which entry?
  C48H54AuN4OSbTe

=====

- Which of these has the highest net charge?
  C48H54GeIrN3O3P

=====

- Among the records above, which one has the highest relative energy (zero: lowest compared OMol25 entry of this formula, charge and spin)?
  C48H54AuN4OSbTe

=====

- Which of these has the lowest relative energy (zero: lowest compared OMol25 entry of this formula, charge and spin)?
  C48H54GeIrN3O3P